No. 1
Here is C27H26BBr2N7O2ReTe4 as an isolated structure from the OMol25 dataset. Energies are from ωB97M-V/def2-TZVPD.

Summary:
max |F|: 2.748 eV Å⁻¹
energy above the lowest of the compared OMol25 structures with the same formula, charge and spin: 17.25 kcal per mole
multiplicity: 4
HOMO level (spin up / spin down): -0.248 / -0.247 Ha

Positions of all 70 atoms, in Å:
Re -1.56503 1.89956 1.65606
Te -2.90959 -0.30771 2.09478
Te -5.07213 1.48616 2.51869
Te -2.63477 -1.28953 4.48034
Te -3.15304 2.99946 3.50230
B -2.41656 5.03224 0.37016
N -0.90870 4.79473 0.53747
C 0.02072 5.70813 0.25804
C 1.23946 5.19665 0.71978
C 0.92767 3.92537 1.24346
N -0.37189 3.72494 1.13418
N -3.03411 3.71003 -0.30535
C -3.98303 3.70157 -1.29262
C -4.35186 2.39192 -1.52858
C -3.67036 1.60571 -0.60378
N -2.86778 2.42994 0.13698
H -2.53973 5.97473 -0.38042
H -2.90463 5.29992 1.44553
H -0.24917 6.56913 -0.25756
H 2.22144 5.59101 0.60721
H 1.54400 3.14667 1.68745
H -4.29233 4.62766 -1.73281
H -5.11791 2.05312 -2.18145
H -3.67246 0.55036 -0.45635
C -0.64278 1.75528 -1.81201
C 0.36483 1.07872 -0.94604
C 1.53857 0.51253 -1.47187
C 2.46437 -0.09614 -0.66046
C 2.22225 -0.18798 0.71901
C 3.03501 -0.86268 1.65115
Br 4.57865 -1.82345 1.17593
C 2.63432 -0.88071 2.97554
C 1.60763 -0.10922 3.48630
Br 1.37886 -0.12661 5.38952
C 0.79650 0.57663 2.67561
O -0.24183 1.27950 3.06058
C 1.05449 0.44685 1.24144
N 0.14739 1.03425 0.39555
H -0.26301 1.72411 -2.84724
H -0.72626 2.83039 -1.52981
H -1.61123 1.23027 -1.80131
H 1.66918 0.58357 -2.54613
H 3.43204 -0.38622 -1.07265
H 3.21428 -1.46944 3.68536
C 1.62255 -4.80345 -2.28595
N 1.35830 -3.34397 -2.18133
N 0.44023 -2.95249 -1.15684
C -0.41979 -1.97868 -1.61639
O -1.15616 -1.30892 -0.90584
C -0.12918 -1.88281 -3.04033
C 0.87509 -2.72695 -3.31972
C 1.48213 -2.98400 -4.64341
C 0.66554 -3.27051 0.21425
C 1.91141 -3.67662 0.64079
C 2.07164 -4.09121 1.99754
C 0.98805 -3.97160 2.87192
C -0.19717 -3.46397 2.42323
C -0.39356 -3.14524 1.09203
H 1.89713 -5.22773 -1.27327
H 2.41505 -5.02313 -2.96882
H 0.77587 -5.35146 -2.65401
H -0.64062 -1.23222 -3.69008
H 1.11911 -2.23342 -5.32432
H 1.24552 -3.95234 -5.00186
H 2.58728 -2.94611 -4.64105
H 2.72426 -3.68534 -0.04338
H 3.04179 -4.35435 2.39417
H 1.18040 -4.22429 3.86864
H -1.02710 -3.31830 3.10954
H -1.32924 -2.78226 0.71249

Atoms 1-6, force components in eV/Å:
1.57 0.97 0.62
-1.04 -0.99 -0.40
-0.26 -0.47 0.01
0.15 0.04 0.37
0.68 0.32 -0.05
-0.35 -0.24 -0.02



No. 2
Here is C27H26BMnN5O2S as an isolated structure from the OMol25 dataset. Energies are from ωB97M-V/def2-TZVPD.

Summary:
max |F|: 1.330 eV Å⁻¹
total charge: +1
multiplicity: 5
HOMO level (spin up / spin down): -0.387 / -0.386 Ha

Positions of all 63 atoms, in Å:
Mn -0.42708 0.22125 -0.32351
N 7.64034 6.51306 0.56847
C 6.72913 5.82401 0.47326
C 5.59254 4.95427 0.35467
C 5.19006 4.19754 1.45194
C 4.09877 3.35598 1.33603
C 3.40117 3.27768 0.13447
C 3.80578 4.04066 -0.95606
C 4.90403 4.87472 -0.85123
C 2.21942 2.37723 0.02406
C 2.48785 1.00190 0.02387
C 3.76318 0.40856 -0.00146
C 3.58394 -0.96268 -0.04524
C 2.20742 -1.17376 -0.04079
N 1.52633 -0.01274 0.00012
C 0.97768 2.98305 -0.09234
C 0.70589 4.37463 -0.07332
C -0.64766 4.53223 -0.25470
C -1.17178 3.23485 -0.37489
N -0.22987 2.29658 -0.25586
H 5.73154 4.26849 2.38339
H 3.78465 2.76077 2.18151
H 3.26507 3.97455 -1.88966
H 5.22988 5.46210 -1.69754
H 4.69358 0.94663 -0.00037
H 4.33943 -1.72467 -0.07596
H 1.67377 -2.10976 -0.05282
H 1.43884 5.15013 0.05668
H -1.20086 5.45110 -0.30131
H -2.19810 2.96254 -0.56424
C -4.85194 -1.22458 -2.40229
N -4.97928 -0.62185 -1.08089
C -6.34538 -0.23590 -0.73275
C -3.92390 -0.13360 -0.41526
S -2.51116 0.20234 -1.35782
N -4.02820 0.05187 0.90399
C -4.88009 -0.79511 1.72985
C -3.22530 0.99120 1.67212
H -5.71776 -1.86668 -2.54945
H -3.94700 -1.82302 -2.45659
H -4.83212 -0.45995 -3.18108
H -6.79136 0.23915 -1.60737
H -6.33953 0.47800 0.08363
H -6.94235 -1.10561 -0.45805
H -5.23978 -1.63911 1.14848
H -5.72295 -0.23862 2.14188
H -4.26456 -1.16372 2.55053
H -2.60175 1.58507 1.01124
H -2.60924 0.44915 2.38911
H -3.89859 1.66071 2.21141
O -0.62200 -2.47143 -0.16554
B -1.10578 -1.52162 0.71661
O -2.14317 -2.00533 1.47822
C -2.35935 -3.29612 1.00066
C -3.30595 -4.20439 1.41141
C -3.31462 -5.42022 0.72857
C -2.41195 -5.69129 -0.29426
C -1.44597 -4.76680 -0.68822
C -1.45031 -3.57029 -0.01099
H -3.99443 -3.99083 2.21476
H -4.03882 -6.17195 1.00702
H -2.45457 -6.64899 -0.79181
H -0.73461 -4.97507 -1.47253

Atoms 1-6, force components in eV/Å:
0.47 0.92 0.84
0.19 0.16 0.02
-0.09 -0.09 -0.03
0.01 0.01 0.06
-0.04 -0.02 -0.06
0.04 0.01 -0.05



No. 3
Here is C27H26BrN4Os as an isolated structure from the OMol25 dataset. Energies are from ωB97M-V/def2-TZVPD.

Summary:
max |F|: 0.713 eV Å⁻¹
total charge: +3
multiplicity: 5
HOMO level (spin up / spin down): -0.639 / -0.638 Ha

Positions of all 59 atoms, in Å:
Os -0.21493 0.53732 0.22153
C -0.83204 0.23932 4.63574
C -1.06825 0.38369 3.26992
N -0.08110 0.38106 2.37511
C 1.20614 0.24100 2.82025
C 1.52725 0.11084 4.16273
C 0.45771 0.10294 5.08383
C 2.90936 0.02315 4.54939
C 3.88731 0.09633 3.62460
C 3.56793 0.23730 2.22973
C 4.54036 0.36066 1.21566
C 4.14917 0.50830 -0.09433
C 2.79500 0.51265 -0.40720
N 1.85175 0.38305 0.52827
C 2.23604 0.27501 1.84064
H -1.66921 0.24830 5.32120
H -2.07555 0.50953 2.89485
H 0.66440 -0.00420 6.14321
H 3.15100 -0.08666 5.60106
H 4.93153 0.05420 3.91878
H 5.59340 0.35288 1.48012
H 4.87474 0.62636 -0.89018
H 2.45515 0.61473 -1.42910
C -4.46158 4.06049 0.14638
C -4.03278 2.61398 0.20990
C -4.94300 1.56200 0.30021
C -4.51407 0.23959 0.36580
C -3.16585 0.00929 0.34020
Br -2.43325 -1.72051 0.46477
N -2.25953 0.98567 0.24333
C -2.69650 2.27098 0.17479
H -5.54657 4.14932 0.11979
H -4.06048 4.55125 -0.74307
H -4.10065 4.61195 1.01731
H -6.00680 1.77525 0.31808
H -5.21142 -0.58675 0.43205
H -1.93714 3.03428 0.08354
C 2.16758 -3.04402 -1.29213
N 1.05966 -3.10576 -2.22306
C 1.25120 -3.80075 -3.48269
C -0.21046 -2.42760 -1.94836
C -0.26420 -1.02439 -2.55815
C -0.41326 -0.94382 -3.93719
C -0.45811 0.28332 -4.59137
C -0.36138 1.45808 -3.85993
C -0.26098 1.38787 -2.47829
C -0.21070 0.15526 -1.78321
H 2.52526 -4.05648 -1.09602
H 1.87052 -2.56098 -0.36896
H 2.99519 -2.50168 -1.75875
H 2.10398 -4.46913 -3.42425
H 1.43944 -3.06200 -4.27091
H 0.34681 -4.34834 -3.74726
H -0.34843 -2.37838 -0.87781
H -0.99924 -3.03602 -2.38870
H -0.51349 -1.85212 -4.52591
H -0.58147 0.31776 -5.66703
H -0.39510 2.42068 -4.35864
H -0.23038 2.32393 -1.93030

Atoms 1-6, force components in eV/Å:
-0.23 -0.54 -0.20
-0.08 0.01 0.05
0.14 -0.01 -0.13
0.06 0.04 0.12
-0.39 0.03 -0.20
0.05 0.00 0.33



No. 4
Here is C27H26Cl2GaN7O as an isolated structure from the OMol25 dataset. Energies are from ωB97M-V/def2-TZVPD.

Summary:
max |F|: 1.432 eV Å⁻¹
total charge: +2
energy above the lowest of the compared OMol25 structures with the same formula, charge and spin: 5.19 kcal per mole
HOMO level: -0.474 Ha

Positions of all 64 atoms, in Å:
Ga 0.23771 0.18726 0.34551
C -2.09999 -4.71106 4.56739
C -1.30984 -3.79097 3.70048
C -0.15822 -4.21108 3.03807
C 0.59615 -3.33749 2.28523
C 0.25435 -1.98603 2.16845
N 1.04304 -1.08296 1.42601
C 2.44243 -1.18406 1.47876
C 3.03010 -1.67254 2.65282
C 4.39031 -1.75018 2.82426
C 5.25242 -1.29842 1.82820
C 6.73059 -1.33363 2.01432
C 4.68869 -0.77628 0.67812
C 3.30565 -0.71664 0.46280
N 2.87640 -0.20195 -0.79056
C 3.63836 0.00284 -1.87783
C 2.84089 0.49740 -2.89369
C 1.57270 0.56686 -2.35202
N 1.60577 0.14121 -1.08092
C -0.93588 -1.57339 2.79178
C -1.69849 -2.47004 3.53877
N -1.36312 -0.22907 2.75990
C -1.99254 0.43409 3.73774
C -2.29294 1.70340 3.27368
C -1.80212 1.73964 1.98019
N -1.23530 0.56012 1.67756
H -1.56623 -5.63848 4.74798
H -3.05784 -4.94759 4.10719
H -2.30368 -4.24106 5.52621
H 0.15338 -5.23983 3.11909
H 1.48786 -3.69070 1.79152
H 2.37814 -1.98552 3.45441
H 4.78206 -2.14075 3.74900
H 7.00924 -2.05266 2.77744
H 7.09509 -0.35730 2.32884
H 7.23356 -1.59052 1.08797
H 5.36697 -0.39112 -0.06467
H 4.68682 -0.20462 -1.91353
H 3.14902 0.76633 -3.88248
H 0.64810 0.87986 -2.80564
H -2.61285 -2.13098 4.00329
H -2.18472 -0.01265 4.69077
H -2.78558 2.48991 3.80690
H -1.84399 2.52781 1.25043
Cl -1.46108 -0.56843 -1.17673
C -1.17332 -2.30920 -1.41416
Cl 0.52794 -2.66883 -1.21404
H -1.48728 -2.56154 -2.42869
H -1.74280 -2.85059 -0.65786
N 3.61876 5.99738 2.80920
C 2.93090 5.84280 1.66874
O 2.80739 6.70312 0.83069
C 2.27794 4.48774 1.44052
C 2.27407 3.40398 2.31409
C 1.62610 2.24384 1.93631
N 1.00390 2.11044 0.76175
C 1.00484 3.14548 -0.08610
C 1.61930 4.33928 0.22018
H 4.04897 6.89647 2.96698
H 3.73586 5.28714 3.51013
H 2.75925 3.44829 3.27523
H 1.60573 1.37454 2.58421
H 0.49732 2.99809 -1.03044
H 1.61301 5.18262 -0.45421

Atoms 1-6, force components in eV/Å:
0.78 0.59 1.05
-0.17 -0.09 0.05
0.17 0.25 -0.10
-0.08 0.12 0.05
-0.14 0.20 -0.12
-0.31 0.05 0.00